{"formula": "C3H7FSi", "method": "wB97M-V/def2-TZVPD", "relative_energy_kcal_mol": 16.0, "lumo_energy_ev": 0.64, "e_tot_ha": -507.76091, "largest_force_ev_per_a": 4.270, "total_charge": 0, "symbols": ["Si", "F", "C", "C", "C", "H", "H", "H", "H", "H", "H", "H"], "positions_angstrom": [[-0.150942, -0.666342, -0.782608], [-2.874821, 0.490276, -0.297964], [2.097813, 0.377208, 0.437799], [-1.865461, -0.104118, 0.437532], [1.211829, 0.615720, -0.484711], [1.791190, -0.210729, 1.295398], [0.283608, -1.608071, 0.280089], [1.379732, 1.362409, -1.261940], [-0.869682, -1.013094, -2.090035], [-1.589872, 0.636661, 1.124027], [2.860618, 1.128733, 0.480096], [-2.274013, -1.008656, 0.862318]], "forces_ev_per_angstrom": [[-2.8, 1.3, 2.9], [-0.7, 0.2, -0.7], [-0.2, 1.2, 1.4], [1.6, -1.0, -2.8], [-1.7, -0.8, -3.4], [0.8, -0.6, -0.1], [0.0, -0.8, -0.7], [0.2, 0.1, 0.3], [1.1, 0.1, 0.6], [0.7, 0.7, 1.5], [0.8, -0.1, 0.7], [0.0, -0.2, 0.4]]}



{"formula": "C13H23CrN4O2P2", "method": "wB97M-V/def2-TZVPD", "s_squared": 6.0252, "multiplicity": 5, "lumo_energy_ev": [-3.32, -3.40], "e_tot_ha": -2605.66685, "largest_force_ev_per_a": 2.576, "total_charge": 1, "symbols": ["Cr", "P", "P", "O", "O", "N", "N", "N", "N", "C", "C", "C", "C", "C", "C", "C", "C", "C", "C", "C", "C", "C", "H", "H", "H", "H", "H", "H", "H", "H", "H", "H", "H", "H", "H", "H", "H", "H", "H", "H", "H", "H", "H", "H", "H"], "positions_angstrom": [[-0.099753, -0.208567, 0.798420], [2.116193, -0.871684, 0.740043], [-2.061010, 0.659817, -0.150617], [-0.455119, 4.343721, -0.288002], [1.420679, 3.017474, -1.788441], [-0.105320, -1.275738, -1.105675], [-0.726426, 0.105268, 5.096239], [-0.390584, -0.298996, 2.725057], [0.417824, 1.433650, 6.865472], [-0.427862, -0.025919, 3.881157], [2.357254, -1.265037, -1.036191], [1.027623, -2.485660, -2.795333], [2.040365, -2.486257, 1.521130], [3.578712, -0.027912, 1.354141], [-0.087368, 0.819154, 6.002225], [-1.287867, -1.476064, -1.738010], [-0.187339, -2.836972, -3.361230], [-2.517107, -0.800972, -1.188770], [-1.360745, -2.320524, -2.833818], [1.054029, -1.695701, -1.661887], [-3.410842, 0.823131, 1.033013], [-2.115030, 1.996084, -1.338927], [-3.081066, -1.468506, -0.517938], [2.232207, 3.228163, -2.271542], [3.139236, -2.031968, -1.104609], [1.194986, -3.037315, 1.113098], [2.721825, -0.307656, -1.465156], [2.965963, -3.037105, 1.357692], [1.851799, -2.330485, 2.584724], [1.042394, 3.855886, -1.460812], [4.477597, -0.664988, 1.311881], [-2.325436, -2.592182, -3.261556], [-3.091300, 2.016074, -1.840381], [-1.049759, 5.066770, -0.544451], [1.955354, -2.846165, -3.218965], [3.726477, 0.887664, 0.761126], [-3.405961, -0.069866, 1.675357], [-3.185742, -0.432474, -1.987450], [-1.329828, 1.804566, -2.075219], [-0.220249, -3.512086, -4.203610], [-3.155233, 1.690130, 1.659495], [-0.368411, 4.504273, 0.658418], [-4.395658, 0.951993, 0.561760], [-1.839422, 2.944839, -0.858585], [3.359942, 0.258145, 2.396739]], "forces_ev_per_angstrom": [[-0.2, -0.2, -0.4], [0.4, -0.3, -0.1], [-0.7, -0.4, 0.0], [-0.4, 0.8, 0.3], [0.2, 0.1, -0.1], [0.1, 1.2, -0.1], [0.2, -0.1, -0.7], [0.4, 0.6, 0.6], [-0.9, -1.1, -1.7], [-0.8, -0.4, 0.1], [0.4, 0.4, 0.5], [0.2, -0.2, -0.1], [0.3, -0.1, 0.3], [0.3, 0.1, 0.1], [1.2, 1.3, 1.9], [0.2, -0.5, 0.1], [-0.1, 0.0, 0.2], [-0.2, 0.3, 0.4], [-0.1, -0.1, -0.2], [-0.2, -0.2, -0.1], [-0.3, 0.2, 0.1], [0.1, 0.4, -0.2], [0.1, 0.0, -0.4], [-0.3, 0.1, 0.2], [-0.2, 0.2, -0.4], [0.0, -0.1, 0.0], [-0.2, -0.6, -0.2], [0.0, -0.2, 0.1], [0.1, -0.2, 0.0], [0.2, -0.5, -0.1], [-0.3, 0.3, 0.0], [0.2, 0.3, 0.1], [0.2, 0.2, 0.2], [0.2, -0.2, -0.2], [0.0, 0.0, 0.0], [0.0, -0.3, 0.3], [0.0, 0.3, -0.2], [0.2, -0.5, 0.2], [0.0, 0.0, 0.0], [0.0, 0.0, -0.1], [-0.3, -0.2, -0.1], [0.3, -0.2, 0.1], [0.3, 0.0, 0.2], [-0.4, -0.4, -0.2], [0.2, -0.1, -0.4]]}



{"formula": "C5H8O", "method": "wB97M-V/def2-TZVPD", "relative_energy_kcal_mol": 75.8, "lumo_energy_ev": 0.46, "e_tot_ha": -270.43703, "largest_force_ev_per_a": 5.301, "total_charge": 0, "symbols": ["O", "C", "C", "C", "C", "C", "H", "H", "H", "H", "H", "H", "H", "H"], "positions_angstrom": [[1.247941, 0.108853, 1.409574], [0.964592, 1.827665, -0.841082], [-1.480962, -2.043887, 0.010490], [0.118361, -0.129266, 0.625047], [-0.530677, -1.420654, 0.886237], [-0.036031, 0.648390, -0.498009], [2.064202, 1.780307, -0.624373], [-1.093097, 0.466629, -1.071221], [0.486343, 2.045336, -1.803961], [-2.231009, -2.589502, 0.519420], [0.508730, 2.728464, -0.313493], [1.986954, 0.114124, 0.814526], [-0.615985, -1.603500, 1.959020], [-1.389362, -1.932960, -1.072174]], "forces_ev_per_angstrom": [[-0.8, -0.2, 0.7], [-3.8, 0.4, 0.8], [4.1, 2.4, 2.4], [1.7, -0.2, -2.9], [-4.3, 0.1, -1.7], [-1.4, -0.8, 1.3], [-1.3, -0.3, -0.8], [3.1, 0.7, 1.1], [1.8, 0.2, -0.7], [-0.5, -1.1, -0.2], [1.0, -0.9, 0.0], [0.7, 0.1, -0.3], [0.0, -0.4, -0.2], [-0.4, 0.1, 0.4]]}



{"formula": "C5H6O2", "method": "wB97M-V/def2-TZVPD", "relative_energy_kcal_mol": 54.7, "lumo_energy_ev": 0.62, "e_tot_ha": -344.51476, "largest_force_ev_per_a": 0.566, "total_charge": 0, "symbols": ["O", "O", "C", "C", "C", "C", "C", "H", "H", "H", "H", "H", "H"], "positions_angstrom": [[-1.500959, -1.601649, -0.691209], [1.297813, -1.853240, -0.562072], [0.045081, 0.209308, -0.333500], [-0.091936, 1.489288, 0.364243], [0.997420, -0.810659, 0.327385], [-0.268655, 2.553294, 0.899167], [-1.331342, -0.412764, -0.543859], [1.938910, -0.319108, 0.585179], [0.541918, -1.180718, 1.258385], [-0.421289, 3.504354, 1.361247], [0.453215, 0.401149, -1.337901], [0.454506, -2.293215, -0.750560], [-2.187374, 0.289247, -0.551071]], "forces_ev_per_angstrom": [[0.1, 0.6, 0.1], [-0.2, -0.2, 0.0], [0.0, 0.0, 0.0], [0.0, 0.5, 0.2], [0.0, 0.3, 0.2], [0.1, -0.4, -0.2], [-0.1, -0.4, -0.1], [-0.1, 0.0, 0.0], [0.1, 0.1, -0.1], [0.1, -0.2, -0.1], [-0.1, 0.0, 0.1], [0.2, 0.0, 0.0], [0.1, -0.1, 0.0]]}



{"formula": "C11H11LiN3", "method": "wB97M-V/def2-TZVPD", "lumo_energy_ev": [-3.94, -3.94], "e_tot_ha": -596.86366, "largest_force_ev_per_a": 9.084, "total_charge": 1, "symbols": ["N", "N", "N", "C", "C", "C", "C", "C", "C", "C", "C", "C", "C", "C", "Li", "H", "H", "H", "H", "H", "H", "H", "H", "H", "H", "H"], "positions_angstrom": [[-0.118609, 0.778099, -1.110444], [-2.496525, -1.987863, 3.161124], [-1.491240, -0.656244, 1.779857], [3.054455, 0.710761, -2.785972], [0.755686, 1.189515, -1.793494], [-1.044072, -1.779897, 3.604612], [2.453795, 2.963743, -4.476833], [-0.494727, -0.801274, 2.707921], [-2.606958, -1.285698, 1.923984], [-3.311517, -2.766545, 3.889531], [3.747432, 2.270261, -4.549706], [4.010623, 1.166699, -3.804799], [1.781755, 1.482273, -2.799059], [1.592376, 2.501744, -3.601822], [-1.109767, 0.578138, 0.474793], [-5.021298, -2.303805, 7.765633], [4.956260, 0.787732, -3.874331], [0.750688, 2.864709, -3.767879], [3.146887, -0.110065, -1.882531], [-4.480003, -2.661868, 3.592029], [2.072191, 3.713290, -4.922204], [-6.838513, -5.808011, 7.539882], [-0.561036, -2.033676, 4.728987], [-3.644312, -1.199916, 1.133589], [0.370040, -0.133778, 2.170680], [4.526388, 2.521678, -5.103547]], "forces_ev_per_angstrom": [[3.0, 1.8, -1.9], [1.8, -0.3, 0.2], [-2.0, 1.0, -3.2], [-1.5, 0.9, 0.6], [-2.0, -2.1, 0.7], [1.6, 2.2, 1.4], [7.0, -5.6, 1.6], [-1.2, -1.6, -0.3], [-1.6, 0.4, 0.1], [-1.8, 0.4, 0.2], [-5.1, 0.8, 1.6], [-3.8, -0.6, 3.5], [2.9, -5.0, 4.1], [3.5, -1.3, -0.2], [-0.1, 0.4, -0.6], [0.0, 0.0, 0.0], [2.2, -1.4, 0.0], [-7.9, 3.4, -0.2], [0.2, 2.1, -2.9], [2.7, 0.0, -0.2], [-1.3, 5.4, -4.2], [0.0, 0.0, 0.0], [-2.0, 0.2, -3.5], [3.5, -0.6, 2.9], [-1.0, -2.3, 3.2], [2.9, 1.8, -2.9]]}



{"formula": "C3H8N3S2", "method": "wB97M-V/def2-TZVPD", "relative_energy_kcal_mol": 29.1, "lumo_energy_ev": -4.54, "e_tot_ha": -1079.46765, "largest_force_ev_per_a": 3.319, "total_charge": 1, "symbols": ["S", "S", "N", "N", "N", "C", "C", "C", "H", "H", "H", "H", "H", "H", "H", "H"], "positions_angstrom": [[-1.593542, -1.879058, -1.450308], [-2.730531, -1.546180, 0.128335], [0.138699, 0.943897, 0.789465], [0.924184, -0.726322, -1.588824], [-2.104425, 0.254010, 1.960008], [-0.043645, -1.033703, -0.646393], [-0.793461, 0.299570, -0.042923], [-1.913666, -0.202649, 0.768775], [1.787898, -1.122177, -1.616008], [-1.344291, 0.776074, 2.484001], [0.943831, 1.023449, 0.066869], [0.391887, 0.576466, 1.724599], [-1.082220, 1.172865, -0.732609], [0.324596, -1.673589, 0.123733], [0.632235, -0.466235, -2.482490], [-2.773230, -0.310847, 2.526074]], "forces_ev_per_angstrom": [[1.4, -0.3, -1.3], [-1.2, 0.2, 1.5], [2.9, 1.5, -0.7], [-1.9, 1.3, 1.0], [-0.2, -0.6, 2.5], [-2.4, 1.5, -1.5], [0.9, -0.7, 0.2], [0.1, -0.3, -1.3], [2.6, -1.7, 0.4], [-1.6, -0.4, -1.2], [-0.8, 0.3, 2.6], [0.2, -0.2, -1.4], [-0.1, -2.1, 0.0], [0.2, -0.2, 0.8], [-0.7, 0.7, -1.4], [0.7, 1.1, -0.2]]}